[1]
Computed, not measured: one molecule with the formula C4H9NO2, with wB97M-V/def2-TZVPD.

LUMO energy: 0.72 eV
energy relative to the best compared isomer or geometry (same formula, charge and spin): 0.914 eV
gap between HOMO and LUMO: 0.38399 hartree
HOMO level: -9.724 eV
E_tot: -363.05193 hartree
structure (SMILES): NC(=O)CCCO

```
! RIJCOSX wB97M-V def2-TZVPD def2/J DEFGRID3
* xyz 0 1
N -0.300 0.187 1.881
C -1.090 0.914 1.033
O -1.880 1.760 1.408
C -0.886 0.548 -0.432
C 0.593 0.563 -0.865
C 1.240 -0.862 -0.887
O 0.498 -1.854 -0.190
H -0.522 0.246 2.863
H 0.133 -0.662 1.536
H -1.312 -0.466 -0.522
H -1.532 1.171 -1.047
H 0.692 1.020 -1.858
H 1.172 1.188 -0.175
H 1.420 -1.184 -1.922
H 2.206 -0.819 -0.377
H -0.433 -1.750 -0.446
*
```

Atom charges from the Mulliken analysis, given in e for atoms 1 to 4: number 1, N, carries -0.330; number 2, C, carries 0.404; number 3, O, carries -0.629; number 4, C, carries -0.642

[2]
Computed, not measured: C4H9NO2 as an isolated structure, with wB97M-V/def2-TZVPD.

LUMO energy: 0.87 eV
energy relative to the best compared isomer or geometry (same formula, charge and spin): 5.489 eV
gap between HOMO and LUMO: 0.34771 hartree
HOMO level: -8.587 eV
E_tot: -362.88381 hartree

```
! RIJCOSX wB97M-V def2-TZVPD def2/J DEFGRID3
* xyz 0 1
C 1.516 -0.110 -1.230
N 1.817 -0.082 0.205
C 1.173 0.439 1.241
O -0.056 0.970 1.272
C -1.047 0.839 0.233
C -1.779 -0.485 0.374
O -0.958 -1.605 0.118
H 2.381 -0.550 -1.729
H 0.642 -0.748 -1.395
H 1.345 0.892 -1.643
H 2.431 0.558 1.080
H -1.743 1.667 0.395
H -0.608 0.945 -0.759
H -2.225 -0.538 1.377
H -2.590 -0.525 -0.361
H -0.299 -1.665 0.823
*
```

Atom charges from the Mulliken analysis, given in e for atoms 1 to 4: number 1, C, carries -0.766; number 2, N, carries -0.215; number 3, C, carries -0.308; number 4, O, carries -0.278